{
  "formula": "C35H42F4GeN6O2SSc",
  "method": "wB97M-V/def2-TZVPD",
  "homo_ha": [-0.4279, -0.5024],
  "orbital_gap_ev": [6.2, 7.7],
  "e_above_lowest_kcal_mol": 13.1,
  "charge": 2,
  "spin_multiplicity": 2,
  "species": ["H", "C", "C", "H", "H", "H", "H", "C", "H", "C", "C", "H", "C", "F", "H", "H", "F", "C", "C", "C", "C", "C", "H", "C", "H", "O", "C", "H", "H", "C", "N", "C", "C", "H", "F", "Ge", "H", "C", "H", "C", "N", "H", "C", "H", "H", "H", "C", "O", "H", "Sc", "C", "H", "C", "C", "C", "H", "C", "C", "H", "H", "H", "H", "C", "H", "H", "C", "H", "C", "N", "H", "H", "N", "H", "C", "H", "H", "C", "N", "C", "H", "F", "H", "H", "C", "S", "N", "H", "C", "H", "H", "H", "C"],
  "coordinates": [[-0.029, 4.397, -3.831], [-0.777, 4.571, -1.311], [2.319, -3.359, -2.102], [1.310, -0.642, 2.940], [3.356, -1.755, 2.606], [-2.424, 1.272, -3.262], [-1.103, 3.782, 5.012], [0.464, 2.945, 3.805], [2.957, -4.445, -3.836], [-3.597, -0.131, 2.596], [-0.020, 2.457, 1.497], [1.801, 0.639, -3.673], [0.777, -1.588, 3.010], [-2.130, 2.931, 0.667], [5.928, 0.106, -1.185], [3.331, -3.071, -1.839], [2.103, 1.975, 2.407], [5.942, -0.389, 0.905], [-0.792, -0.036, -3.788], [-0.077, -3.595, 1.988], [1.245, -2.972, -1.298], [-3.007, -1.620, -1.974], [6.966, -0.072, 1.056], [-0.584, 3.534, -3.460], [-1.946, -0.279, 3.928], [-2.304, -0.376, -2.057], [-0.313, -3.254, 4.364], [-1.242, -4.560, -3.004], [-0.527, 0.500, -4.700], [-2.213, 0.188, -3.352], [-4.819, 0.259, 2.696], [3.300, -1.228, 0.515], [1.369, 0.103, -2.826], [-2.994, -1.935, -0.932], [1.339, 2.925, 4.806], [1.458, -1.774, 0.226], [1.498, 2.508, -2.589], [-4.067, 0.913, 0.664], [3.624, -0.635, -1.539], [0.602, -2.380, 1.868], [0.232, 1.989, 0.210], [-2.970, -0.156, -4.053], [-1.296, 2.930, 1.764], [-0.584, -1.100, -3.913], [0.537, -1.435, 5.137], [-0.327, 5.445, -1.783], [2.111, -4.144, -3.231], [-0.017, 0.458, -2.675], [-4.041, -1.484, -2.290], [-1.269, 1.473, -1.035], [1.128, 3.151, -1.795], [-1.639, -0.943, 0.640], [3.900, -1.328, 1.772], [5.358, -0.287, -0.352], [-0.539, -4.022, 3.229], [-0.198, -4.244, 1.127], [-2.815, -0.861, 3.611], [0.347, -2.033, 4.253], [-0.270, 2.658, -4.025], [1.451, -0.967, -2.988], [-3.449, -1.043, 4.475], [1.840, 3.350, 0.237], [5.213, -0.915, 1.963], [-0.640, -3.609, 5.333], [5.668, -1.014, 2.941], [-0.247, -4.200, -2.766], [-2.457, -1.814, 3.221], [0.866, 2.462, 2.569], [-5.084, 0.890, 1.513], [-2.513, -2.376, -2.584], [2.247, 1.825, -0.483], [-3.091, 0.246, 1.348], [-5.992, 1.301, 1.354], [-1.714, 3.405, 2.985], [-1.645, 3.720, -3.628], [1.878, 0.362, -1.903], [-0.037, -3.408, -1.645], [-0.335, 3.334, -2.014], [0.830, -4.560, -3.571], [-1.042, -4.979, 3.314], [-2.967, 3.836, 3.132], [1.626, 4.114, -1.924], [-1.861, 4.667, -1.359], [1.447, 2.562, -0.402], [-4.025, 1.581, -0.879], [-1.790, 0.046, 0.842], [0.675, -5.182, -4.443], [4.047, -0.701, -0.544], [-1.107, 0.283, 1.563], [-0.466, 4.545, -0.270], [-0.882, -3.146, -1.014], [-0.819, 3.415, 4.034]],
  "atomic_forces_ev_per_a": [[0.039, 0.053, -0.013], [0.036, -0.118, -0.019], [0.007, -0.052, -0.025], [-0.027, -0.033, -0.003], [0.044, 0.021, -0.038], [0.053, -0.024, 0.029], [0.003, -0.015, -0.037], [0.061, 0.046, 0.220], [-0.039, 0.009, 0.011], [0.237, -0.010, -0.277], [-0.097, -0.328, 0.000], [-0.005, 0.024, 0.001], [-0.035, -0.028, 0.122], [-0.056, 0.130, 0.432], [-0.011, -0.016, 0.038], [-0.020, 0.019, 0.002], [-0.194, 0.079, 0.035], [-0.051, -0.022, 0.015], [0.014, 0.009, 0.157], [-0.011, -0.021, 0.056], [-0.087, -0.004, 0.184], [-0.161, 0.062, 0.025], [-0.022, -0.003, -0.008], [-0.036, -0.040, 0.039], [-0.016, -0.016, -0.004], [0.039, -0.274, -0.051], [0.010, 0.053, -0.014], [0.034, 0.009, -0.004], [-0.008, 0.027, -0.045], [0.060, 0.246, -0.143], [-0.130, 0.107, -0.113], [-0.117, 0.034, -0.056], [0.041, 0.127, 0.029], [0.010, 0.005, -0.023], [-0.061, -0.012, -0.107], [0.045, -0.030, -0.093], [-0.040, 0.020, 0.038], [0.172, -0.144, 0.118], [0.040, -0.031, 0.003], [0.079, 0.093, -0.070], [0.490, 0.275, -0.074], [0.020, -0.334, 0.046], [0.014, 0.061, -0.226], [0.016, -0.054, -0.010], [-0.013, -0.025, -0.019], [0.042, 0.038, -0.047], [0.034, 0.014, 0.027], [0.034, 0.063, -0.280], [-0.016, 0.029, -0.002], [-0.062, -0.553, -0.008], [-0.041, -0.079, -0.096], [-0.051, -0.035, 0.015], [0.078, -0.002, 0.024], [-0.031, -0.004, -0.032], [0.026, -0.044, -0.052], [-0.004, 0.039, 0.019], [0.058, 0.057, 0.062], [-0.053, 0.001, -0.002], [-0.007, 0.014, 0.048], [-0.026, -0.155, -0.017], [0.001, -0.006, -0.010], [-0.008, 0.076, 0.063], [-0.043, -0.015, -0.021], [0.016, 0.016, -0.032], [-0.010, 0.011, -0.042], [0.046, 0.006, 0.003], [0.055, -0.072, -0.013], [0.283, -0.122, -0.029], [-0.326, 0.044, 0.131], [0.001, 0.016, -0.013], [0.051, -0.062, -0.005], [0.233, -0.129, 0.145], [-0.013, 0.001, 0.014], [-0.151, -0.003, 0.013], [-0.016, -0.008, 0.002], [-0.039, 0.046, -0.030], [0.002, -0.036, -0.088], [-0.116, 0.292, -0.002], [-0.050, 0.023, 0.052], [0.024, 0.056, 0.003], [0.102, -0.030, -0.021], [0.028, 0.056, -0.002], [-0.021, -0.014, -0.006], [-0.148, 0.090, -0.014], [-0.016, 0.370, -0.258], [-0.419, 0.089, 0.034], [0.001, 0.026, 0.035], [0.155, 0.013, 0.109], [-0.029, 0.040, 0.087], [0.005, -0.031, 0.004], [0.030, -0.007, -0.017], [0.061, 0.004, 0.122]]
}